The following is a quantum chemistry calculation of a 9-piece molecular cluster, C24H51NO8S2 overall, from OMol25.

Each line ends with the Mulliken spin population.
Element x y z (Å)
1 C -11.74 23.25 -3.76  0.0000
2 C -11.31 24.39 -3.00  0.0000
3 N -10.96 25.34 -2.43  0.0000
4 H -12.72 22.92 -3.41  0.0000
5 H -11.00 22.46 -3.67  0.0000
6 H -11.81 23.61 -4.79  0.0000
7 C -15.40 14.67 -0.66  0.0686
8 S -17.05 13.89 -1.10  0.2568
9 O -18.04 13.99 0.02  0.5984
10 C -17.53 15.14 -2.40  0.0620
11 H -14.87 14.12 0.12  -0.0017
12 H -15.66 15.63 -0.22  0.0085
13 H -14.85 15.14 -1.48  0.0043
14 H -17.53 16.22 -2.26  0.0041
15 H -18.60 14.92 -2.50  0.0030
16 H -17.14 14.81 -3.36  -0.0080
17 C -12.96 18.54 1.24  -0.0004
18 S -14.56 17.97 1.84  0.0008
19 O -14.54 16.43 2.17  0.0036
20 C -14.36 18.88 3.43  0.0002
21 H -12.18 17.82 1.50  0.0000
22 H -12.67 19.56 1.50  0.0000
23 H -13.10 18.52 0.16  0.0002
24 H -15.27 18.70 4.01  0.0000
25 H -14.27 19.96 3.34  -0.0001
26 H -13.53 18.43 3.98  0.0000
27 C -16.29 22.39 -6.06  0.0000
28 C -15.86 21.02 -6.42  0.0000
29 O -15.21 20.32 -5.65  0.0000
30 C -16.36 20.61 -7.82  0.0000
31 H -16.05 23.04 -6.90  0.0000
32 H -15.64 22.76 -5.27  0.0000
33 H -17.32 22.46 -5.72  0.0000
34 H -15.83 20.86 -8.73  0.0000
35 H -17.35 21.02 -8.04  0.0000
36 H -16.46 19.53 -7.93  0.0000
37 C -18.64 19.76 -3.56  -0.0003
38 C -19.48 19.81 -4.79  0.0000
39 O -19.39 20.68 -5.60  0.0000
40 C -20.30 18.54 -5.02  -0.0001
41 H -17.86 20.48 -3.78  0.0000
42 H -18.09 18.83 -3.38  0.0003
43 H -19.16 20.02 -2.64  0.0001
44 H -19.64 17.69 -4.85  0.0001
45 H -20.72 18.48 -6.02  0.0000
46 H -21.13 18.41 -4.32  0.0000
47 C -9.90 19.58 -5.01  0.0000
48 C -9.15 19.06 -6.17  0.0000
49 O -9.42 19.59 -7.29  0.0000
50 C -8.34 17.86 -5.97  0.0000
51 H -10.98 19.73 -5.11  0.0000
52 H -9.50 20.56 -4.77  0.0000
53 H -9.81 18.85 -4.19  0.0000
54 H -9.10 17.10 -5.76  0.0000
55 H -7.67 17.95 -5.12  0.0000
56 H -7.72 17.89 -6.87  0.0000
57 C -17.70 18.40 0.13  -0.0067
58 C -16.79 19.57 -0.25  0.0016
59 O -16.48 19.79 -1.37  0.0002
60 C -16.53 20.49 0.98  0.0004
61 H -18.73 18.76 0.14  0.0000
62 H -17.60 18.03 1.15  -0.0001
63 H -17.47 17.61 -0.58  0.0041
64 H -16.96 20.14 1.92  0.0000
65 H -16.92 21.49 0.75  -0.0001
66 H -15.45 20.51 1.16  -0.0001
67 C -14.58 18.06 -2.82  -0.0011
68 C -13.23 18.37 -3.16  0.0000
69 O -12.43 17.57 -3.68  0.0001
70 C -12.91 19.83 -2.90  0.0001
71 H -15.28 18.80 -3.22  0.0005
72 H -14.72 18.26 -1.76  0.0003
73 H -14.78 17.04 -3.16  0.0005
74 H -13.69 20.36 -2.35  0.0000
75 H -12.73 20.32 -3.86  0.0000
76 H -12.00 19.78 -2.29  0.0000
77 C -11.63 13.96 -3.23  0.0001
78 C -12.86 13.61 -4.04  -0.0001
79 O -13.41 12.51 -4.07  0.0000
80 C -13.30 14.60 -5.09  0.0000
81 H -10.90 14.26 -3.98  0.0000
82 H -11.19 13.10 -2.72  0.0000
83 H -11.84 14.74 -2.50  0.0000
84 H -12.71 15.52 -5.11  0.0000
85 H -14.32 14.91 -4.84  -0.0002
86 H -13.34 14.13 -6.07  0.0000

- Max |F|: 5.11 eV/Å
- Frontier orbital gap (spin up / spin down): 7.5 / 2.7 eV
- Energy: -2397.5988 Eh
- Net charge: +1
- 2S+1: 2

---

The following is a quantum chemistry calculation of a 5-piece molecular cluster, C24H52BN2O9 overall, from OMol25.

Each line ends with the Löwdin charge.
Element x y z (Å)
1 C 0.81 -0.52 -0.09  -0.1026
2 C 0.57 -0.82 -1.59  -0.2380
3 C -0.31 0.32 -2.21  -0.1979
4 C 0.19 0.89 -3.57  -0.3067
5 C 0.67 -0.26 -4.51  -0.1071
6 B 1.42 2.00 -3.42  -0.6908
7 N 1.91 2.35 -4.87  0.0506
8 N 0.92 3.23 -2.60  -0.0523
9 C -0.16 3.97 -3.24  -0.0901
10 C 1.93 4.06 -2.19  -0.6098
11 C 3.11 4.46 -3.05  -0.0248
12 O 1.87 4.54 -1.13  0.0868
13 H -0.14 -0.34 0.41  0.0231
14 H 1.46 0.35 -0.02  0.0668
15 H 1.33 -1.34 0.41  0.0611
16 H 0.08 -1.80 -1.66  0.0956
17 H 1.56 -0.92 -2.03  0.0600
18 H -0.46 1.10 -1.47  0.0744
19 H -1.29 -0.15 -2.40  0.0904
20 H -0.70 1.35 -4.05  0.0979
21 H 0.14 -1.20 -4.34  0.0654
22 H 1.73 -0.38 -4.33  0.0398
23 H 0.58 0.11 -5.53  0.0511
24 H 2.33 1.47 -2.80  0.1135
25 H 2.66 1.73 -5.12  0.0167
26 H 1.18 2.32 -5.55  0.0132
27 H -0.01 5.05 -3.16  0.0791
28 H -1.08 3.79 -2.66  0.0695
29 H -0.34 3.69 -4.27  0.0657
30 H 3.85 5.05 -2.51  0.0609
31 H 3.63 3.57 -3.42  0.0561
32 H 2.82 5.04 -3.92  0.0714
33 O -1.64 -0.34 1.79  0.1239
34 C -2.63 0.30 1.65  -0.5299
35 O -3.68 0.08 2.46  -0.0044
36 C -4.85 0.89 2.47  -0.2469
37 C -5.81 0.47 1.38  -0.0715
38 C -2.75 1.29 0.52  0.0209
39 H -4.59 1.95 2.42  0.1159
40 H -5.32 0.73 3.44  0.1097
41 H -5.38 0.59 0.39  0.0689
42 H -6.73 1.06 1.43  0.0777
43 H -6.07 -0.59 1.49  0.0767
44 H -2.98 0.75 -0.40  0.0972
45 H -1.79 1.79 0.40  0.0949
46 H -3.50 2.06 0.68  0.0678
47 O 2.94 -2.10 -2.99  0.1203
48 C 3.76 -2.85 -2.59  -0.5211
49 O 3.38 -3.88 -1.81  0.0061
50 C 4.24 -4.95 -1.40  -0.2395
51 C 5.06 -4.62 -0.16  -0.0810
52 C 5.22 -2.63 -2.89  0.0184
53 H 4.86 -5.27 -2.24  0.1086
54 H 3.58 -5.78 -1.16  0.1156
55 H 5.74 -3.78 -0.32  0.0502
56 H 5.66 -5.49 0.13  0.0748
57 H 4.41 -4.34 0.66  0.0795
58 H 5.61 -1.88 -2.20  0.0822
59 H 5.32 -2.28 -3.91  0.0891
60 H 5.83 -3.53 -2.81  0.0645
61 O 4.98 -1.65 0.32  0.1075
62 C 5.15 -0.75 1.08  -0.5457
63 O 4.43 0.35 0.97  0.0318
64 C 4.45 1.40 1.94  -0.2211
65 C 5.62 2.33 1.70  -0.0636
66 C 6.25 -0.81 2.11  0.0134
67 H 4.44 1.00 2.95  0.1151
68 H 3.52 1.95 1.81  0.1301
69 H 6.58 1.81 1.80  0.0636
70 H 5.60 3.16 2.41  0.0814
71 H 5.58 2.73 0.69  0.0861
72 H 7.20 -0.57 1.63  0.0941
73 H 6.30 -1.83 2.50  0.0881
74 H 6.10 -0.16 2.96  0.0648
75 O -7.66 0.13 7.17  0.1248
76 C -7.79 -0.47 6.17  -0.5552
77 O -8.88 -0.27 5.41  0.0010
78 C -9.07 -0.83 4.11  -0.2325
79 C -9.58 -2.25 4.19  -0.0650
80 C -6.78 -1.52 5.75  0.0128
81 H -8.16 -0.74 3.51  0.1034
82 H -9.82 -0.21 3.62  0.1217
83 H -8.86 -2.91 4.69  0.0668
84 H -9.76 -2.65 3.19  0.0816
85 H -10.50 -2.29 4.77  0.0827
86 H -6.98 -2.43 6.30  0.0954
87 H -5.79 -1.15 6.00  0.0929
88 H -6.77 -1.73 4.69  0.0662

- Max |F|: 6.45 eV/Å
- Frontier orbital gap: 5.6 eV
- Energy: -1757.2249 Eh
- Net charge: -1

---

The following is a quantum chemistry calculation of a 10-piece molecular cluster, C24H52Br10N2O3S3 overall, from OMol25.

Each line ends with the Löwdin charge.
Element x y z (Å)
1 C 1.91 2.96 0.76  -0.0979
2 C 2.92 4.09 0.54  -0.2390
3 C 2.86 5.32 1.48  -0.1709
4 C 3.32 5.05 2.85  -0.2427
5 N 3.67 4.83 3.91  0.1494
6 H 2.24 2.10 0.16  0.0591
7 H 0.94 3.24 0.34  0.0656
8 H 1.85 2.53 1.76  0.0725
9 H 2.83 4.50 -0.47  0.1098
10 H 3.92 3.63 0.55  0.0889
11 H 1.85 5.68 1.68  0.1124
12 H 3.39 6.15 1.00  0.1149
13 C -4.39 2.76 3.30  -0.1198
14 C -3.14 2.76 2.46  -0.2689
15 C -2.67 4.13 2.00  -0.1995
16 C -1.66 4.80 2.82  -0.2124
17 N -0.89 5.37 3.49  0.1446
18 H -4.29 3.33 4.23  0.0675
19 H -4.72 1.76 3.57  0.0740
20 H -5.22 3.26 2.78  0.0783
21 H -3.44 2.29 1.51  0.0821
22 H -2.34 2.08 2.76  0.0875
23 H -3.48 4.83 1.84  0.1290
24 H -2.17 4.02 1.02  0.0871
25 C -0.37 -2.28 -5.49  -0.2478
26 S -0.49 -0.65 -4.71  0.8029
27 O 0.71 -0.50 -3.84  -0.5651
28 C -0.02 0.32 -6.14  -0.2713
29 H 0.42 -2.29 -6.23  0.0580
30 H -1.35 -2.61 -5.83  0.0306
31 H -0.11 -2.90 -4.62  0.0465
32 H 1.04 0.21 -6.36  0.0613
33 H -0.27 1.37 -5.99  0.0441
34 H -0.53 0.04 -7.08  0.0607
35 C -4.02 -5.38 -3.03  -0.2553
36 S -2.67 -4.28 -3.51  0.7976
37 O -2.82 -4.18 -4.99  -0.5538
38 C -3.33 -2.75 -2.79  -0.2680
39 H -3.88 -6.38 -3.43  0.0537
40 H -4.88 -4.96 -3.56  0.0602
41 H -4.20 -5.45 -1.96  0.0476
42 H -4.14 -2.92 -2.09  0.0435
43 H -3.78 -2.27 -3.67  0.0623
44 H -2.54 -2.13 -2.38  0.0124
45 C 2.01 -1.64 -0.85  -0.2548
46 S 0.38 -1.73 -0.11  0.8042
47 O 0.62 -1.47 1.36  -0.5766
48 C -0.31 -0.15 -0.64  -0.2913
49 H 1.95 -1.55 -1.93  0.0430
50 H 2.53 -2.50 -0.43  0.0283
51 H 2.58 -0.77 -0.52  -0.0026
52 H -0.79 -0.32 -1.60  -0.0107
53 H 0.47 0.62 -0.72  0.0467
54 H -0.98 0.17 0.15  0.0158
55 Br 4.12 1.16 4.16  0.6988
56 C 4.08 0.18 2.50  -0.6928
57 C 4.89 0.98 1.55  -0.6912
58 Br 5.26 0.00 -0.11  0.6793
59 H 3.06 0.02 2.14  0.0485
60 H 4.47 -0.83 2.63  0.0576
61 H 5.86 1.21 1.95  0.0466
62 H 4.40 1.90 1.24  0.0051
63 Br -3.51 -1.75 1.00  0.5812
64 C -2.80 -3.60 0.77  -0.6622
65 C -1.85 -3.98 1.88  -0.6815
66 Br -0.79 -5.48 1.23  0.6441
67 H -2.32 -3.51 -0.19  0.0009
68 H -3.70 -4.21 0.69  0.0506
69 H -2.40 -4.27 2.77  0.0650
70 H -1.18 -3.17 2.13  0.0207
71 Br -1.88 1.71 5.92  0.5994
72 C -0.97 0.28 4.91  -0.6670
73 C 0.51 0.30 5.11  -0.7288
74 Br 0.96 -0.24 6.91  0.6376
75 H -1.36 0.28 3.90  0.0435
76 H -1.35 -0.58 5.46  0.0272
77 H 1.04 1.16 4.71  0.0372
78 H 0.85 -0.53 4.47  0.0557
79 Br 4.35 -5.00 -2.70  0.6167
80 C 5.60 -4.94 -1.21  -0.7230
81 C 5.30 -3.77 -0.31  -0.7396
82 Br 6.62 -3.78 1.11  0.6398
83 H 6.60 -5.03 -1.61  0.0510
84 H 5.38 -5.82 -0.62  0.0491
85 H 4.28 -3.84 0.04  0.0442
86 H 5.40 -2.83 -0.85  0.0006
87 Br -3.43 0.98 -1.55  0.6563
88 C -2.58 2.63 -2.16  -0.6569
89 C -3.25 3.84 -1.57  -0.7188
90 Br -2.47 5.50 -2.20  0.6401
91 H -2.60 2.62 -3.25  0.0554
92 H -1.54 2.55 -1.84  0.0504
93 H -3.26 3.84 -0.49  0.0088
94 H -4.30 3.89 -1.85  0.0564

- Max |F|: 2.28 eV/Å
- Frontier orbital gap: 9.3 eV
- Energy: -28215.4684 Eh
- Net charge: 0